(1)
Entry from the OMol25 dataset: 7 unconnected molecules or ions with the total composition H14O7 at a distorted geometry (ωB97M-V/def2-TZVPD).

The strongest force on any atom is 0.1055 Eh/bohr. The net charge is 0. For the energy above the lowest of the compared OMol25 structures with the same formula, charge and spin, the calculation gives 436.1 kJ/mol.

Each line ends with the natural charge from an NBO analysis.
Atoms and positions in Å:
O (-0.602, -0.038, -0.575)  -0.91
H (-1.022, 0.519, -1.266)  0.44
H (-0.173, 0.613, -0.063)  0.46
O (-2.305, -1.079, -0.624)  -0.91
H (-2.747, -0.456, -1.132)  0.44
H (-1.608, -1.414, -1.270)  0.48
O (-1.602, 2.487, 2.159)  -0.94
H (-1.440, 1.498, 2.155)  0.47
H (-1.661, 2.629, 3.110)  0.46
O (2.024, 2.820, 0.236)  -0.93
H (2.464, 3.301, -0.480)  0.46
H (1.111, 2.803, -0.113)  0.47
O (1.409, -0.648, 2.755)  -0.93
H (2.154, -0.804, 3.332)  0.47
H (0.656, -0.447, 3.353)  0.46
O (2.204, 0.366, -1.797)  -0.92
H (3.177, 0.436, -1.450)  0.47
H (2.375, 0.064, -2.677)  0.46
O (-1.198, -3.930, -1.983)  -0.92
H (-1.828, -3.749, -2.625)  0.46
H (-0.896, -4.821, -2.249)  0.47

***

(2)
Entry from the OMol25 dataset: a molecular structure, Cd2Cl2O8 at a distorted geometry (ωB97M-V/def2-TZVPD).

The strongest force on any atom is 0.1196 Eh/bohr. The net charge is +2. For the energy above the lowest of the compared OMol25 structures with the same formula, charge and spin, the calculation gives 176.1 kJ/mol.

Each line ends with the natural charge from an NBO analysis.
Atoms and positions in Å:
Cd (2.806, -0.558, -3.215)  1.74
Cd (-1.673, 0.544, -0.775)  1.78
Cl (0.989, 1.595, -1.108)  2.40
O (-0.365, 2.062, -1.603)  -0.85
O (0.536, 0.421, -0.353)  -0.86
O (1.940, 1.132, -2.183)  -0.97
O (1.666, 2.518, -0.127)  -0.55
Cl (-1.143, -1.541, 1.908)  2.35
O (-2.287, -1.882, 2.754)  -0.65
O (-1.864, -1.137, 0.603)  -1.01
O (-0.332, -0.364, 2.373)  -0.72
O (-0.272, -2.789, 1.729)  -0.65

***

(3)
Entry from the OMol25 dataset: a gas-phase ion, C11H17FN3 (charge +1) at a distorted geometry (ωB97M-V/def2-TZVPD).

The strongest force on any atom is 0.0892 Eh/bohr. The net charge is +1. For the energy above the lowest of the compared OMol25 structures with the same formula, charge and spin, the calculation gives 0.0 kJ/mol.

Each line ends with the natural charge from an NBO analysis.
Atoms and positions in Å:
C (1.890, 2.315, 0.371)  0.05
N (2.016, 1.055, 0.056)  -0.24
C (3.296, 0.778, -0.619)  -0.29
C (3.851, -0.605, -0.197)  0.45
F (5.098, -0.827, -0.452)  -0.27
C (3.031, -1.617, 0.111)  -0.33
C (1.708, -1.287, 0.505)  -0.24
C (1.183, -0.053, 0.547)  0.34
N (-0.063, 0.315, 0.818)  -0.45
C (-0.800, 1.236, -0.083)  -0.24
C (-1.881, 0.532, -0.935)  -0.23
N (-2.745, -0.265, -0.152)  -0.45
C (-3.916, -0.768, -0.880)  -0.42
C (-2.025, -1.281, 0.693)  -0.23
C (-1.092, -0.498, 1.583)  -0.19
H (2.543, 3.116, 0.178)  0.22
H (0.993, 2.789, 0.792)  0.23
H (3.936, 1.631, -0.564)  0.26
H (3.042, 0.410, -1.707)  0.27
H (3.450, -2.616, 0.407)  0.27
H (1.090, -2.027, 1.029)  0.25
H (-0.195, 1.631, -0.926)  0.21
H (-1.180, 2.097, 0.440)  0.21
H (-2.472, 1.197, -1.590)  0.23
H (-1.405, -0.032, -1.780)  0.15
H (-4.264, -0.016, -1.648)  0.21
H (-3.704, -1.593, -1.496)  0.18
H (-4.888, -1.045, -0.322)  0.22
H (-1.537, -2.051, 0.165)  0.18
H (-2.718, -1.581, 1.335)  0.22
H (-1.716, 0.203, 1.982)  0.22
H (-0.527, -1.143, 2.340)  0.22

***

(4)
Entry from the OMol25 dataset: a single C2HCl2FO molecule at a distorted geometry (ωB97M-V/def2-TZVPD).

The strongest force on any atom is 0.0460 Eh/bohr. The net charge is 0. For the energy above the lowest of the compared OMol25 structures with the same formula, charge and spin, the calculation gives 10.4 kJ/mol.

Each line ends with the natural charge from an NBO analysis.
Atoms and positions in Å:
O (-0.117, -1.347, -1.316)  -0.45
C (0.443, -0.653, -0.541)  0.38
C (-0.210, 0.375, 0.478)  0.20
F (0.617, 0.530, 1.517)  -0.31
Cl (-0.421, 1.847, -0.398)  0.05
Cl (-1.780, -0.282, 1.059)  0.00
H (1.469, -0.470, -0.799)  0.14

***

(5)
Entry from the OMol25 dataset: a molecular structure, C8H31B2O4Sr at a distorted geometry (ωB97M-V/def2-TZVPD).

The strongest force on any atom is 0.0512 Eh/bohr. The net charge is -1. For the energy above the lowest of the compared OMol25 structures with the same formula, charge and spin, the calculation gives 0.0 kJ/mol.

Each line ends with the natural charge from an NBO analysis.
Atoms and positions in Å:
Sr (29.371, -11.441, -24.977)  1.81
B (31.311, -13.036, -24.586)  -0.78
H (30.841, -12.794, -23.583)  -0.05
H (32.123, -13.867, -24.638)  -0.02
H (30.518, -13.341, -25.336)  -0.09
H (31.726, -12.070, -25.011)  -0.02
B (27.504, -9.828, -25.759)  -0.79
H (27.041, -10.669, -25.146)  -0.09
H (26.741, -9.111, -26.263)  -0.01
H (28.090, -9.257, -24.965)  -0.01
H (28.299, -10.172, -26.478)  -0.05
C (32.488, -9.178, -24.229)  -0.64
C (32.033, -9.097, -25.678)  -0.03
O (30.696, -9.341, -25.892)  -1.01
H (32.309, -10.200, -23.883)  0.20
H (32.058, -8.379, -23.617)  0.18
H (33.580, -9.085, -24.134)  0.17
H (32.649, -9.877, -26.181)  0.09
H (32.374, -8.149, -26.137)  0.09
C (27.494, -10.638, -20.723)  -0.64
C (27.764, -11.498, -21.951)  -0.07
O (29.148, -11.360, -22.336)  -0.74
H (28.033, -9.691, -20.802)  0.22
H (27.925, -11.055, -19.805)  0.19
H (26.421, -10.533, -20.555)  0.22
H (27.064, -11.389, -22.774)  0.21
H (27.672, -12.549, -21.627)  0.14
H (29.656, -11.306, -21.526)  0.48
C (28.916, -12.978, -29.371)  -0.64
C (30.037, -12.802, -28.357)  -0.06
O (29.788, -11.744, -27.471)  -0.75
H (28.929, -13.919, -29.923)  0.20
H (28.879, -12.173, -30.106)  0.20
H (28.007, -12.957, -28.763)  0.21
H (31.019, -12.730, -28.837)  0.16
H (30.135, -13.724, -27.779)  0.18
H (29.791, -10.884, -27.916)  0.51
C (26.087, -13.960, -26.111)  -0.65
C (27.528, -14.129, -25.658)  -0.06
O (27.856, -13.537, -24.421)  -0.75
H (25.488, -14.656, -25.521)  0.19
H (25.939, -14.198, -27.168)  0.21
H (25.814, -12.903, -26.091)  0.25
H (28.182, -13.637, -26.381)  0.18
H (27.770, -15.196, -25.615)  0.16
H (27.406, -13.896, -23.654)  0.48

***

(6)
Entry from the OMol25 dataset: 2 unconnected molecules or ions with the total composition C4H7Cl2O6S at a distorted geometry (ωB97M-V/def2-TZVPD).

The strongest force on any atom is 0.0252 Eh/bohr. The net charge is -1. For the energy above the lowest of the compared OMol25 structures with the same formula, charge and spin, the calculation gives 8.0 kJ/mol.

Each line ends with the natural charge from an NBO analysis.
Atoms and positions in Å:
C (-1.330, -0.291, 0.507)  -0.43
C (-0.504, 0.832, 1.138)  -0.56
C (-0.700, -0.722, -0.821)  0.12
C (-0.748, 2.145, 0.462)  0.60
O (2.615, 0.618, -2.611)  -0.90
O (2.128, 0.671, -0.248)  -1.05
O (2.850, 2.707, -1.351)  -0.99
O (0.533, -1.316, -0.677)  -0.76
O (-1.746, 2.521, -0.058)  -0.53
O (0.635, 1.783, -1.830)  -1.01
S (1.995, 1.551, -1.420)  2.57
Cl (-1.777, -1.954, -1.538)  -0.13
Cl (0.651, 3.209, 0.607)  -0.07
H (-2.350, 0.055, 0.327)  0.22
H (-1.355, -1.152, 1.179)  0.21
H (0.563, 0.601, 1.097)  0.28
H (-0.787, 0.970, 2.185)  0.24
H (-0.683, 0.114, -1.533)  0.22
H (1.209, -0.588, -0.558)  0.51
H (3.333, 0.172, -2.172)  0.48

***

Going through the records in order, we get energy values of -534.95772; -1856.29094; -693.08112; -1172.26731; -704.71500; -1926.75858 Eh.